No. 1
Density functional theory data (ωB97M-V/def2-TZVPD) for C3H5N3 in the gas phase.

```
! RIJCOSX wB97M-V def2-TZVPD def2/J DEFGRID3
* xyz 0 1
N -1.97 -0.37 0.19
C -0.61 -0.20 0.00
C 0.12 1.02 0.04
C 1.44 0.61 0.01
N 1.43 -0.73 -0.08
N 0.18 -1.25 -0.11
H -2.59 0.38 -0.05
H -2.31 -1.31 0.01
H -0.25 2.03 0.09
H 2.36 1.17 0.10
H 2.21 -1.35 -0.19
*
```

Gap between HOMO and LUMO = 9.24 eV
ΔE to the lowest compared entry with this formula, charge and spin = 0.480 eV
Calculated total energy = -7661.9757 eV
SMILES string = Nc1cc[nH]n1

=====

No. 2
Density functional theory data (ωB97M-V/def2-TZVPD) for C3H5N3 in the gas phase at a distorted geometry.

```
! RIJCOSX wB97M-V def2-TZVPD def2/J DEFGRID3
* xyz 0 1
N -2.04 -0.44 0.23
C -0.68 -0.18 0.12
C -0.06 1.13 -0.15
C 1.27 0.69 -0.32
N 1.38 -0.62 -0.11
N 0.17 -1.18 0.16
H -2.65 0.25 -0.18
H -2.29 -1.38 -0.04
H 0.59 1.52 0.76
H 2.09 1.34 -0.62
H 2.21 -1.14 0.14
*
```

Gap between HOMO and LUMO = 9.33 eV
ΔE to the lowest compared entry with this formula, charge and spin = 3.133 eV
Calculated total energy = -7659.3230 eV
SMILES string = Nc1cc[nH]n1

=====

No. 3
Density functional theory data (ωB97M-V/def2-TZVPD) for C3H5N3 in the gas phase at a distorted geometry.

```
! RIJCOSX wB97M-V def2-TZVPD def2/J DEFGRID3
* xyz 0 1
C 0.38 -1.81 0.06
C 1.26 -0.11 -1.08
C -0.52 0.14 0.39
N 1.14 -1.37 -0.85
N 0.33 0.72 -0.42
N -1.36 0.82 1.17
H -0.34 -2.59 -0.02
H 2.00 0.33 -1.72
H 0.40 1.72 -0.60
H -1.95 0.31 1.80
H -1.34 1.83 1.27
*
```

Gap between HOMO and LUMO = 7.37 eV
ΔE to the lowest compared entry with this formula, charge and spin = 3.757 eV
Calculated total energy = -7658.6986 eV

=====

No. 4
Density functional theory data (ωB97M-V/def2-TZVPD) for C3H5N3 in the gas phase at a distorted geometry.

```
! RIJCOSX wB97M-V def2-TZVPD def2/J DEFGRID3
* xyz 0 1
C -1.14 -0.05 0.45
C 1.18 0.08 -0.61
C -0.06 0.70 -0.07
N 0.02 2.01 0.03
N -2.16 -0.53 -0.18
N 1.84 -0.68 0.21
H 0.98 2.15 -0.10
H -2.86 -1.12 0.36
H -2.32 -0.43 -1.13
H 2.56 -1.31 -0.21
H 1.95 -0.84 1.27
*
```

Gap between HOMO and LUMO = 8.66 eV
ΔE to the lowest compared entry with this formula, charge and spin = 5.237 eV
Calculated total energy = -7657.2189 eV

=====

No. 5
Density functional theory data (ωB97M-V/def2-TZVPD) for C3H5N3 in the gas phase.

```
! RIJCOSX wB97M-V def2-TZVPD def2/J DEFGRID3
* xyz 0 1
N 0.58 0.39 1.68
C 0.19 0.24 0.33
C -1.03 0.76 -0.30
C -1.15 -0.19 -1.36
N -0.29 -1.21 -1.33
N 0.49 -1.01 -0.30
H -0.11 0.96 2.16
H 1.49 0.83 1.78
H 0.58 1.05 -0.40
H -1.90 -0.20 -2.14
H 1.24 -1.65 -0.09
*
```

Gap between HOMO and LUMO = 8.92 eV
ΔE to the lowest compared entry with this formula, charge and spin = 4.050 eV
Calculated total energy = -7658.4057 eV

=====

No. 6
Density functional theory data (ωB97M-V/def2-TZVPD) for C3H5N3 as an isolated structure at a distorted geometry.

```
! RIJCOSX wB97M-V def2-TZVPD def2/J DEFGRID3
* xyz 0 1
C -1.35 -1.33 0.58
C 0.34 0.18 -0.21
C 1.29 0.99 -1.09
N -0.25 -0.88 -0.83
N -0.15 0.53 1.02
N -1.09 -0.32 1.39
H -1.78 -2.30 0.64
H 2.06 0.19 -1.18
H 0.70 1.14 -2.06
H 1.60 1.89 -0.62
H -1.37 -0.09 2.37
*
```

Gap between HOMO and LUMO = 9.87 eV
ΔE to the lowest compared entry with this formula, charge and spin = 3.620 eV
Calculated total energy = -7658.8355 eV

=====

No. 7
Density functional theory data (ωB97M-V/def2-TZVPD) for a 2-piece molecular cluster, C3H5N3 overall at a distorted geometry.

```
! RIJCOSX wB97M-V def2-TZVPD def2/J DEFGRID3
* xyz 0 1
N 2.60 -0.93 0.23
C 1.88 -0.22 -0.41
N 0.94 0.46 -0.79
H 3.59 -1.04 0.54
H 0.88 0.86 -1.65
C -1.60 -0.16 0.77
C -1.60 0.75 -0.37
N -1.69 1.43 -1.27
H -1.15 0.31 1.53
H -2.67 -0.38 0.99
H -1.18 -1.09 0.43
*
```

Gap between HOMO and LUMO = 10.68 eV
ΔE to the lowest compared entry with this formula, charge and spin = 1.783 eV
Calculated total energy = -7660.6730 eV
SMILES string = N=C=N.CC#N

=====

No. 8
Density functional theory data (ωB97M-V/def2-TZVPD) for C3H5N3 in the gas phase at a distorted geometry.

```
! RIJCOSX wB97M-V def2-TZVPD def2/J DEFGRID3
* xyz 0 1
C 1.00 0.85 -0.19
N -0.46 0.64 -0.43
C -0.54 -0.67 -0.93
N -0.72 -1.55 -0.01
C -0.83 -0.73 1.13
N -0.84 0.54 0.92
H 1.55 0.91 -1.14
H 1.15 1.74 0.42
H 1.15 -0.05 0.53
H -0.43 -0.87 -2.00
H -0.90 -1.15 2.12
*
```

Gap between HOMO and LUMO = 11.10 eV
ΔE to the lowest compared entry with this formula, charge and spin = 2.293 eV
Calculated total energy = -7660.1624 eV
SMILES string = Cn1cncn1

=====

No. 9
Density functional theory data (ωB97M-V/def2-TZVPD) for C3H5N3 as an isolated structure at a distorted geometry.

```
! RIJCOSX wB97M-V def2-TZVPD def2/J DEFGRID3
* xyz 0 1
C 0.71 -0.54 1.60
N 0.15 -0.14 0.33
N -1.08 0.12 0.22
C -1.37 0.55 -1.02
C -0.30 0.79 -1.88
N 0.83 0.47 -1.33
H 0.96 0.33 2.22
H 1.63 -1.09 1.39
H 0.00 -1.19 2.12
H -2.36 0.75 -1.34
H 0.84 -0.07 -2.30
*
```

Gap between HOMO and LUMO = 9.35 eV
ΔE to the lowest compared entry with this formula, charge and spin = 5.493 eV
Calculated total energy = -7656.9624 eV

=====

No. 10
Density functional theory data (ωB97M-V/def2-TZVPD) for C3H5N3 in the gas phase.

```
! RIJCOSX wB97M-V def2-TZVPD def2/J DEFGRID3
* xyz 0 1
C -1.67 -0.05 0.04
N -0.23 -0.19 -0.07
C 0.73 0.74 0.15
C 1.90 0.05 -0.03
N 1.60 -1.24 -0.33
N 0.31 -1.38 -0.35
H -2.12 -0.87 -0.53
H -1.98 -0.13 1.08
H -1.98 0.91 -0.37
H 0.51 1.77 0.39
H 2.93 0.39 0.03
*
```

Gap between HOMO and LUMO = 10.64 eV
ΔE to the lowest compared entry with this formula, charge and spin = 1.194 eV
Calculated total energy = -7661.2613 eV
SMILES string = Cn1ccnn1